C12H33BrCdN3O3 | ωB97M-V/def2-TZVPD

Output
HOMO-LUMO gap: 8.900 eV
HOMO level: -11.16 eV
Charge: +1

Atoms and positions in Å:
H -0.63808 -3.50074 0.71710
Cd 0.73720 0.86724 -0.55760
H 1.98710 -2.90205 -1.33179
H 4.59530 0.69558 0.55170
N 0.04143 -0.89329 0.62393
H 3.85225 -0.58420 -0.43550
N -1.05810 0.65069 -1.78218
H 0.29844 -3.26850 2.13023
H -3.53640 2.03029 -2.57941
Br 1.49481 2.95449 -1.80454
H -4.43932 -1.98568 0.50014
H -3.14511 -3.18884 0.14718
H -0.62654 1.58417 1.83723
C -2.93241 2.25618 -1.70123
H 2.59345 -1.67648 -3.28178
C -3.66158 -2.30332 -0.20252
H 1.94136 0.38367 2.53231
C 1.29273 2.38538 1.97103
C -2.31246 1.01237 -1.03457
H 0.97005 -4.15555 0.75287
H -1.19845 1.19469 -2.63590
H 0.43913 1.78089 3.86733
C 2.28962 1.18640 1.87015
H -1.16887 -0.24870 -2.26989
H -2.30678 3.14351 -1.79808
C 1.18331 -2.19088 -1.11052
H 1.79674 3.25122 1.54613
C 1.92099 -0.87068 -2.98761
H -0.39883 3.01705 1.09387
C 0.96632 -2.02535 0.42710
O 2.58270 0.77075 0.53258
C 3.76682 -0.02257 0.48565
C 0.38523 -3.27531 1.04140
H -0.83146 -1.22978 0.20145
O 1.58258 -0.92152 -1.61016
C 0.94759 2.65045 3.43739
O -2.76534 -1.20798 -0.37445
H 1.05026 -0.85384 -3.65381
H 0.30655 -2.67477 -1.56130
H 1.84581 2.90206 4.00031
H -4.20484 0.38194 -0.39644
H -3.85275 -0.29412 -1.91531
H 0.18268 3.42426 3.50684
C -3.37908 -0.08750 -0.94785
H 2.36886 0.11047 -3.15862
H -3.63109 2.65407 -0.94604
H -2.05649 1.38554 -0.04519
H 1.92342 -1.88917 0.93362
H -0.17755 -0.88760 1.61957
H 3.23006 1.54208 2.30269
H -4.22872 -2.52275 -1.11245
H 3.95919 -0.65523 1.35768
N 0.01823 2.10093 1.24728

=====

C12H33BrMnN3O3 | ωB97M-V/def2-TZVPD

Output
<S²>: 8.757
HOMO-LUMO gap (spin up / spin down): 6.052 / 5.116 eV
Relative energy (zero: lowest compared OMol25 entry of this formula, charge and spin): 4.4869 eV
Spin multiplicity: 6
HOMO level (spin up / spin down): -10.52 / -10.52 eV
Charge: +1

Atoms and positions in Å:
H -2.86722 -0.59141 -0.47860
C 1.07001 3.13470 4.67879
H 1.16665 -4.34215 -0.42480
H -1.01698 -0.03769 -2.67587
H 2.71787 -3.86454 -0.54119
C -3.58055 1.08890 -1.99332
C -1.84586 -0.24265 -3.35340
H 4.20791 -2.64567 -2.82868
H 0.78499 -4.42168 -2.92426
H -4.43543 1.12011 -1.31783
H 0.11324 -1.56773 -0.65023
H 3.00764 -2.34807 -4.24581
H -0.75947 4.60244 7.22689
H 1.05199 -3.15482 -3.88059
N -0.00157 -2.19892 -1.43031
H 2.75320 1.59437 3.25490
H -1.39372 -0.97757 -6.11667
O -1.65012 -1.46327 -4.01572
H 1.93347 3.79766 4.62360
H -2.07519 -1.65981 -1.20574
C 3.61651 -3.03463 -3.65756
H 1.42264 2.22406 5.16303
H 1.48672 -2.85424 0.44678
H 1.67308 1.52826 1.88991
H -2.04645 3.44162 5.70972
C -3.11374 -0.31211 -2.48143
H 1.92086 -1.78121 -1.87581
H -2.84053 1.48189 -1.29615
H -4.01174 -0.61739 -3.01857
H -0.41037 4.69484 4.96863
C 1.73061 -3.41000 -0.45863
H -0.06120 -0.64327 -4.90811
H -1.26767 2.23559 5.98536
O 2.74613 -4.01086 -3.22422
H -0.41158 -1.59287 -2.12651
C -0.84918 -1.32077 -5.23702
Mn -1.22516 1.75279 3.42349
C 0.18470 4.20078 6.85903
N -1.28933 2.94283 5.26465
H -3.77715 1.78161 -2.81161
H 0.54518 3.31063 7.37458
C 1.93458 2.12221 2.76567
C 1.44232 -3.55240 -2.94375
C -0.10060 3.78624 5.48494
H 4.42646 -3.43681 -4.26610
H -0.47914 -2.32517 -5.44278
H 1.03681 4.87303 6.75853
O 0.74768 2.49638 3.44010
H 2.26658 3.09257 2.39655
H -1.92464 0.60588 -4.03300
Br -0.93041 0.37067 1.13228
C 1.34066 -2.68591 -1.69416
N -2.96350 -1.18645 -1.28901

=====

C12H33CsN4O3PSSe4 | ωB97M-V/def2-TZVPD

Output
HOMO-LUMO gap: 5.048 eV
Relative energy (zero: lowest compared OMol25 entry of this formula, charge and spin): 0.7177 eV
HOMO level: -3.06 eV
Charge: -1

Atoms and positions in Å:
H -2.16671 -0.18649 3.45524
C -1.27458 -2.10429 3.95017
C -0.35678 0.21343 4.53048
C 4.18408 5.20749 0.44811
C -1.92382 -0.81847 -3.89539
O -3.02180 -3.11252 -2.08968
C 2.65179 4.11384 2.03637
H -0.50522 -2.16018 3.17826
Se 3.96072 1.66743 -3.39349
H 3.36670 1.69896 2.71997
C 3.78151 2.44678 3.39163
C -2.50038 -2.88917 3.50574
H 0.85138 5.44998 0.79605
H 4.47441 6.24526 0.64261
C -0.12900 -4.07829 -2.03712
H 4.12971 5.03555 -0.62676
H -3.10772 -4.18188 -0.30119
H -1.18767 -0.53441 -4.64443
O -1.25957 -1.70816 -3.00895
H 3.18196 2.47889 4.31070
H -2.27241 0.07585 -3.36974
H -3.74684 -2.97252 1.87203
H -3.32313 -2.68455 4.20801
S 1.13653 3.60147 2.53571
Se 3.12655 2.62518 -1.42837
H 4.80427 2.16064 3.64328
H -0.86813 -2.57451 4.85088
C -1.58727 -0.64364 4.26657
N -2.84428 -2.58606 2.11718
H 0.44126 -4.78785 -1.44204
Cs 1.18371 -0.30131 -1.12270
N 2.86632 4.94229 1.01442
H -2.28960 -3.95950 3.56581
H 0.21697 -0.24104 5.34450
H -0.68774 1.19925 4.88467
H 0.51535 -3.57857 -2.76037
H 4.41362 5.72420 3.02737
H -2.22313 -0.60460 5.15690
N 3.83127 3.73125 2.71601
H 2.01633 6.54222 0.00010
H 3.67135 4.94865 4.44467
H 0.01831 0.76573 2.60226
H -0.93575 -4.59250 -2.55997
N 0.51440 0.31128 3.36214
H -4.17586 -4.71896 -1.61470
C 4.33301 4.79005 3.58142
H 1.67440 4.93728 -0.69811
H -2.90070 -1.58728 1.95811
Se 2.04258 -1.51441 -4.02960
H -4.56617 -3.24646 -0.70580
H 1.27800 0.94609 3.56691
C -3.75064 -3.84791 -1.11845
O -0.66405 -3.10876 -1.11558
H 4.91464 4.53172 0.87549
Se 2.14751 0.76368 -4.54393
H -2.77277 -1.31658 -4.36575
P -1.83749 -2.09326 -1.55714
C 1.77597 5.50261 0.23177
H 5.32551 4.51767 3.94318

=====

C12H33CuN3O7S | ωB97M-V/def2-TZVPD

Output
HOMO-LUMO gap: 3.984 eV
Relative energy (zero: lowest compared OMol25 entry of this formula, charge and spin): 5.4612 eV
HOMO level: -2.60 eV
Charge: -1

Atoms and positions in Å:
H -2.95292 4.83049 15.10931
H -4.26316 9.89097 16.56150
H -9.97556 4.85971 16.98656
C -3.00655 9.38348 18.09904
C -1.78061 9.64592 17.17817
H -13.05870 5.29581 16.36591
N -8.38960 5.77074 14.99491
C -2.49751 3.03876 15.80507
H -9.03207 6.54888 14.95192
H -0.99604 3.07506 17.41364
O -7.03920 7.30664 19.64469
H -1.68391 2.86568 15.10064
H -1.72262 8.75148 16.55792
H -9.12299 2.55151 14.85031
O -6.13047 5.21623 20.16970
H -3.74464 3.81492 14.33166
H -1.84891 10.46949 16.46741
H -3.82296 1.54428 16.69590
H -4.15368 -0.59342 13.69951
C -3.01201 1.59186 15.96912
H -2.88639 8.44238 18.63569
H -3.76330 13.78774 18.33407
H -10.94240 3.93042 15.74315
H -0.86789 9.75891 17.76321
H -4.70882 12.81276 19.43373
O -3.35890 11.72486 18.27243
H -1.58919 4.57796 17.17723
C -10.38510 4.83759 15.97667
C -8.41222 3.35981 15.02222
Cu -5.69593 5.79000 17.23876
H -7.82145 5.81810 14.16120
C -12.36051 6.11085 16.55650
H -2.62726 3.44808 18.00966
O -3.37765 1.10119 14.69180
C -3.82612 -0.24508 14.67903
O -8.31963 5.66336 20.90293
C -1.94598 3.54807 17.16469
H -4.22570 10.44347 19.66420
H -3.04775 -0.87476 15.11001
H -12.86929 7.02675 16.25590
H -2.18283 1.03595 16.40675
H -4.74085 -0.35160 15.26216
H -7.91664 3.09782 15.95703
H -2.96323 13.05027 19.71368
S -7.03580 6.24451 20.64440
H -2.50886 10.65767 19.87984
O -6.51239 6.78051 21.92040
O -11.18427 6.01217 15.72011
C -9.26530 4.64939 14.89533
H -4.88187 9.46952 17.92961
H -12.08025 6.06543 17.60887
H -7.66758 3.30022 14.22844
H -9.70554 4.70786 13.89991
N -3.44181 3.96405 15.28357
C -3.73199 12.89379 18.95695
C -3.28465 10.54163 19.12300
N -4.17184 9.17944 17.27248

=====

| no. | DFT total energy (eV) |
| --- | --- |
| 1 | -98193.526 |
| 2 | -124945.844 |
| 3 | -307143.584 |
| 4 | -87252.487 |